Entry 1:
Computed, not measured: a molecular structure, C13H23AgBF5N6O3STe, with wB97M-V/def2-TZVPD.

Cartesian coordinates (Å):
Ag1 -0.53399 -0.41614 0.29262
S1 -0.04778 1.26495 3.61779
C1 0.58632 -0.31104 3.42399
C2 1.38183 -0.89033 4.45295
C3 1.87029 -2.16436 4.33913
C4 1.58236 -2.91032 3.19226
C5 0.81952 -2.29999 2.22206
N1 0.33992 -1.04999 2.31161
H1 1.57930 -0.28834 5.32913
H2 2.47242 -2.58925 5.13629
H3 1.94012 -3.92158 3.05573
H4 0.56638 -2.82776 1.30716
N2 -1.57359 2.32769 0.63885
C6 -2.63731 1.60443 0.15105
N3 -2.87050 1.71994 -1.21115
O1 -3.37409 0.93970 0.86679
H5 -0.79823 2.48559 0.00662
H6 -1.26741 2.02826 1.56595
H7 -2.05391 1.95086 -1.76069
H8 -3.30100 0.87923 -1.57185
C7 1.76442 3.71914 1.27850
N4 2.82347 2.94300 0.66215
C8 3.98733 3.65495 0.18703
C9 5.13462 2.68137 0.01129
C10 4.69809 1.59191 -0.94618
N5 3.43487 1.01862 -0.54275
C11 3.05046 -0.17538 -1.27179
C12 2.46338 1.73035 0.12097
O2 1.32189 1.30838 0.23977
H9 2.22268 4.47401 1.92075
H10 1.14397 3.06684 1.88987
H11 1.13974 4.21856 0.52910
H12 4.23810 4.42361 0.92224
H13 3.77699 4.16270 -0.76611
H14 5.38444 2.24440 0.98134
H15 6.01861 3.19140 -0.37806
H16 5.44098 0.78825 -0.97688
H17 4.61456 1.99563 -1.96598
H18 3.77530 -0.97098 -1.07803
H19 3.00652 0.02187 -2.34672
H20 2.06823 -0.50493 -0.95882
F1 -2.33673 -1.21142 -2.60156
Te1 -0.92942 -2.48415 -2.57549
F2 -2.39880 -3.60153 -3.01551
F3 0.88610 -1.93706 -2.59866
F4 -0.07061 -4.11543 -3.03312
F5 -0.81856 -1.99472 -4.37362
O3 -0.94734 -2.55822 -0.80164
B1 1.15002 2.71199 -2.83122
C13 0.34050 1.38547 -2.50155
N6 -0.24782 0.41672 -2.26750
H21 2.28442 2.39973 -3.16522
H22 1.17641 3.40367 -1.82552
H23 0.58273 3.30251 -3.73289

Output
Net charge: -2
Energy above the lowest of the compared OMol25 structures with the same formula, charge and spin in kcal/mol: 24.6
Orbital gap in eV: 6.51
E_HOMO in eV: -1.995

Entry 2:
Computed, not measured: a molecular structure, C47H53Cl4GeN8O3S3SbSiSr, with wB97M-V/def2-TZVPD.

Cartesian coordinates (Å):
Sr1 -0.54735 -0.79336 -0.19710
S1 -3.58129 2.92799 -3.49648
Sb1 -2.57605 0.88765 -3.23758
S2 -3.76776 -1.06704 -3.52366
S3 -0.67386 0.82279 -4.53539
C1 2.64784 5.98476 -1.33128
C2 1.83372 5.93767 -0.06860
C3 1.87504 6.97478 0.85094
C4 1.14073 6.93745 2.03000
C5 0.36997 5.82055 2.30582
C6 0.32570 4.76273 1.40938
C7 1.02570 4.82430 0.21484
N1 1.04606 3.76822 -0.71288
C8 0.15866 2.71517 -0.91635
N2 -1.15103 3.05035 -0.70043
C9 -2.30864 2.26571 -0.40775
C10 -2.54998 0.98773 -0.94739
C11 -3.66663 0.28143 -0.47540
C12 -4.54434 0.84405 0.43656
C13 -4.35798 2.15176 0.82988
C14 -3.25446 2.88704 0.42196
C15 -3.17926 4.34947 0.77263
N3 0.56328 1.55922 -1.33313
C16 1.94950 1.45373 -1.66069
C17 2.75002 0.61865 -0.88629
C18 4.10064 0.45519 -1.15485
C19 4.67070 1.11686 -2.22985
C20 3.87238 1.93943 -3.01449
C21 2.51434 2.13537 -2.76236
C22 1.73425 3.05585 -3.66327
H1 3.14121 6.95144 -1.42748
H2 2.02701 5.82259 -2.21364
H3 3.42529 5.21378 -1.34507
H4 2.49735 7.83420 0.62712
H5 1.18047 7.76481 2.72606
H6 -0.18851 5.74852 3.23068
H7 -0.22078 3.86711 1.65770
H8 1.94278 3.61877 -1.14942
H9 -1.26890 4.03096 -0.50544
H10 -3.88625 -0.69151 -0.89496
H11 -5.39764 0.28208 0.79298
H12 -5.08912 2.62624 1.47496
H13 -4.08166 4.64771 1.30504
H14 -3.12593 4.95485 -0.13892
H15 -2.33173 4.60822 1.40371
H16 2.30003 0.11250 -0.03844
H17 4.69094 -0.19078 -0.51567
H18 5.72445 1.00235 -2.45467
H19 4.30799 2.46114 -3.85991
H20 2.40661 3.49820 -4.40085
H21 1.24405 3.86961 -3.12881
H22 0.92941 2.51576 -4.16722
C23 2.62892 2.16800 2.20112
Si1 1.41895 0.86434 2.81497
C24 2.01811 0.37646 4.51820
C25 -0.22000 1.75045 3.03115
N4 1.17414 -0.50294 1.84229
C26 2.02629 -1.56579 1.84864
C27 3.43403 -1.48811 1.82206
C28 4.25584 -2.61293 1.81616
C29 3.70467 -3.88157 1.84755
C30 2.31190 -4.01355 1.89060
C31 1.51651 -2.89315 1.86900
O1 0.12635 -2.94666 1.95804
C32 -0.59543 -4.11385 1.79799
C33 -0.39952 -4.97092 0.72891
C34 -1.27230 -6.03901 0.56907
C35 -2.32609 -6.23731 1.45426
C36 -2.50750 -5.35936 2.51564
C37 -1.63300 -4.29719 2.69716
H23 3.66610 1.83585 2.30983
H24 2.50388 3.08367 2.78841
H25 2.47702 2.41993 1.15097
H26 2.30291 1.25579 5.10344
H27 2.88758 -0.28236 4.44977
H28 1.23380 -0.15929 5.05787
H29 -0.06318 2.75937 3.41984
H30 -0.85825 1.22666 3.75089
H31 -0.77554 1.83751 2.08989
H32 3.87523 -0.49678 1.80754
H33 5.33263 -2.48640 1.79171
H34 4.33039 -4.76481 1.85539
H35 1.86155 -4.99469 1.94954
H36 0.38245 -4.76731 0.00925
H37 -1.14605 -6.69915 -0.28051
H38 -3.01739 -7.05602 1.30332
H39 -3.34486 -5.46601 3.19351
H40 -1.77447 -3.59075 3.50753
O2 -1.82042 -0.81164 1.88769
H41 -1.78361 -0.19949 2.63792
H42 -1.34664 -1.57854 2.24529
Cl1 -2.78948 -0.89856 5.00463
Ge1 -4.60551 -1.32902 3.62091
Cl2 -6.09462 -0.00129 4.74528
Cl3 -5.16726 -3.34694 4.59846
C38 3.50851 -2.48809 -2.14548
N5 2.30032 -2.22303 -2.92353
C39 2.35390 -2.08789 -4.27764
C40 1.24194 -2.02328 -5.03056
C41 -0.01171 -2.15252 -4.34281
N6 -0.06140 -2.19026 -3.02333
C42 1.07569 -2.19318 -2.31200
O3 1.02362 -2.21805 -1.05925
N7 -1.16551 -2.35686 -4.99874
H43 3.79270 -3.53626 -2.24829
H44 3.31785 -2.27421 -1.09671
H45 4.30944 -1.84295 -2.50300
H46 3.35010 -2.01086 -4.69331
H47 1.28678 -1.83941 -6.09170
H48 -1.18836 -1.97310 -5.93488
H49 -2.00638 -2.07032 -4.45558
Cl4 -6.04867 -4.32446 1.04017
C43 -4.68913 -4.09898 -0.02027
C44 -4.56799 -4.83082 -1.18378
C45 -3.44923 -4.61305 -1.96462
C46 -2.51007 -3.68133 -1.55337
N8 -2.63284 -2.97540 -0.42635
C47 -3.71195 -3.18288 0.32412
H50 -5.33504 -5.54055 -1.46404
H51 -3.30808 -5.13573 -2.90077
H52 -1.64205 -3.46961 -2.16231
H53 -3.80758 -2.59758 1.23229

Output
Net charge: -2
Orbital gap in eV: 6.07
E_HOMO in eV: -2.498

Entry 3:
Computed, not measured: a molecular structure, C20H21AsMoN4O7S2, with wB97M-V/def2-TZVPD.

Cartesian coordinates (Å):
Mo1 0.59857 -0.75250 0.45752
N1 -2.69113 -3.29218 0.84246
C1 -1.82752 -4.35808 0.68744
C2 -0.59997 -3.82264 0.45157
N2 -0.70969 -2.45254 0.46165
C3 -1.98448 -2.16683 0.70538
C4 -2.31817 -0.74924 0.76691
N3 -1.30067 0.08226 0.55931
C5 -1.78787 1.36422 0.68818
C6 -3.11294 1.28984 0.97433
N4 -3.42796 -0.05744 1.02065
H1 -3.67049 -3.36963 1.07043
H2 -2.16102 -5.37783 0.76061
H3 0.34325 -4.31552 0.29250
H4 -1.15327 2.22622 0.57660
H5 -3.84942 2.05199 1.15606
H6 -4.33617 -0.43015 1.25224
O1 2.44715 -2.85642 2.50325
As1 2.10308 -1.34810 3.30245
O2 1.65218 -1.63460 4.81946
O3 0.73803 -0.75183 2.27012
C7 3.39875 0.04659 3.10920
C8 3.90920 0.46360 4.32908
C9 4.80902 1.52557 4.37492
C10 5.19025 2.17428 3.21597
C11 4.68044 1.77174 1.98601
C12 3.78684 0.71729 1.93906
S1 3.12796 0.29635 0.37632
O4 1.75069 0.96593 0.30931
O5 3.99456 0.66440 -0.68167
O6 2.73767 -1.14834 0.46392
H7 2.46776 -3.52363 3.20864
H8 3.60277 -0.04568 5.23438
H9 5.21150 1.83936 5.32831
H10 5.89252 2.99521 3.26011
H11 4.98822 2.25586 1.06892
C13 -4.43408 2.82475 -3.08146
C14 -3.11966 2.10433 -3.00566
C15 -3.06877 0.71125 -2.87740
C16 -1.86188 0.03945 -2.83293
C17 -0.68447 0.77807 -2.91081
C18 -0.70254 2.16372 -3.01737
C19 -1.92330 2.81564 -3.07333
S2 0.89241 0.01790 -2.79468
C20 0.85904 -1.24308 -4.04225
O7 0.80499 -0.85152 -1.49040
H12 -5.27063 2.13044 -3.12389
H13 -4.47211 3.45748 -3.96822
H14 -4.56831 3.47823 -2.21776
H15 -3.99367 0.14823 -2.84605
H16 -1.84258 -1.04054 -2.74688
H17 0.22344 2.72284 -3.07350
H18 -1.94623 3.89307 -3.17752
H19 -0.04359 -1.84213 -3.95265
H20 1.75276 -1.84888 -3.90207
H21 0.89955 -0.73677 -5.00679

Output
Net charge: +2
Energy above the lowest of the compared OMol25 structures with the same formula, charge and spin in kcal/mol: 6.2
Orbital gap (spin up / spin down) in eV: 7.87 / 7.83
E_HOMO (spin up / spin down) in eV: -14.863 / -14.877

| no. | E_tot (eV) |
| --- | --- |
| 1 | -65333.559 |
| 2 | -222039.591 |
| 3 | -125725.992 |